{
  "formula": "C38H54BGeN5O3PS2Ti",
  "method": "the ωB97M-V functional and the def2-TZVPD basis",
  "species": ["Ti", "C", "C", "C", "C", "O", "Ge", "O", "C", "C", "C", "C", "O", "C", "C", "C", "C", "H", "H", "H", "H", "H", "H", "H", "H", "H", "H", "H", "H", "H", "H", "H", "H", "H", "H", "H", "H", "H", "H", "H", "H", "H", "H", "H", "C", "N", "C", "C", "N", "B", "N", "C", "C", "N", "C", "C", "S", "C", "S", "H", "H", "H", "H", "H", "H", "H", "H", "H", "H", "H", "H", "N", "P", "C", "C", "C", "C", "C", "C", "C", "C", "C", "C", "C", "C", "C", "C", "C", "C", "C", "C", "H", "H", "H", "H", "H", "H", "H", "H", "H", "H", "H", "H", "H", "H", "H"],
  "positions_angstrom": [[-0.229, -0.826, -0.795], [2.787, -3.485, -0.774], [2.820, -2.065, -1.333], [3.382, -1.108, -0.291], [3.669, -1.995, -2.600], [1.487, -1.650, -1.686], [0.387, -2.761, -2.824], [-0.524, -3.064, -1.197], [-1.424, -4.168, -0.995], [-1.360, -4.565, 0.474], [-2.832, -3.741, -1.399], [-0.972, -5.361, -1.837], [-0.679, -1.178, -2.865], [-1.090, -0.438, -4.028], [-0.873, 1.043, -3.763], [-2.567, -0.732, -4.264], [-0.268, -0.871, -5.238], [3.778, -3.777, -0.419], [2.082, -3.537, 0.057], [2.480, -4.204, -1.539], [4.434, -1.345, -0.114], [3.315, -0.081, -0.644], [2.848, -1.190, 0.654], [4.692, -2.316, -2.396], [3.258, -2.641, -3.379], [3.692, -0.970, -2.975], [-1.674, -3.744, 1.110], [-2.019, -5.417, 0.658], [-0.339, -4.844, 0.740], [-3.167, -2.901, -0.791], [-2.842, -3.430, -2.446], [-3.536, -4.568, -1.277], [0.073, -5.599, -1.628], [-1.579, -6.234, -1.595], [-1.077, -5.169, -2.907], [-1.420, 1.341, -2.870], [0.186, 1.253, -3.603], [-1.229, 1.632, -4.612], [-3.158, -0.450, -3.392], [-2.935, -0.180, -5.131], [-2.713, -1.799, -4.447], [0.799, -0.717, -5.054], [-0.432, -1.923, -5.477], [-0.553, -0.279, -6.109], [-3.819, 3.259, 0.466], [-3.569, 2.104, 1.300], [-3.777, 2.065, 2.665], [-3.502, 0.806, 3.058], [-3.129, 0.075, 1.952], [-2.889, -1.463, 1.948], [-1.838, -1.811, 3.043], [-2.153, -2.181, 4.335], [-1.007, -2.427, 5.001], [0.021, -2.206, 4.106], [1.426, -2.400, 4.393], [-0.504, -1.844, 2.905], [0.490, -1.541, 1.550], [-3.169, 0.875, 0.868], [-2.838, 0.464, -0.750], [-3.200, 4.096, 0.787], [-4.872, 3.538, 0.520], [-3.567, 2.993, -0.556], [-4.108, 2.928, 3.215], [-3.552, 0.363, 4.037], [-2.465, -1.779, 0.879], [-3.916, -2.032, 2.243], [-3.177, -2.255, 4.655], [-0.823, -2.741, 6.012], [1.695, -3.454, 4.307], [1.635, -2.051, 5.403], [2.009, -1.824, 3.680], [0.351, 0.926, -0.624], [0.929, 2.112, 0.185], [1.129, 1.816, 1.956], [2.349, 1.431, 2.503], [2.424, 1.036, 3.831], [1.279, 1.008, 4.613], [0.054, 1.373, 4.068], [-0.019, 1.775, 2.744], [2.546, 2.656, -0.450], [2.928, 2.179, -1.699], [4.112, 2.609, -2.279], [4.919, 3.520, -1.613], [4.538, 4.008, -0.369], [3.351, 3.584, 0.208], [-0.020, 3.657, 0.039], [-0.631, 3.909, -1.186], [-1.217, 5.141, -1.434], [-1.209, 6.124, -0.454], [-0.616, 5.873, 0.777], [-0.017, 4.645, 1.021], [3.240, 1.420, 1.888], [3.377, 0.742, 4.252], [1.337, 0.698, 5.650], [-0.847, 1.337, 4.667], [-0.980, 2.039, 2.317], [2.288, 1.455, -2.194], [4.407, 2.232, -3.250], [5.845, 3.855, -2.062], [5.165, 4.722, 0.150], [3.054, 3.975, 1.174], [-0.639, 3.130, -1.937], [-1.685, 5.331, -2.392], [-1.666, 7.086, -0.647], [-0.613, 6.636, 1.544], [0.454, 4.458, 1.979]],
  "fmax_ev_per_a": 0.94,
  "lumo_energy_ev": [0.62, 0.62],
  "homo_lumo_gap_ev": [7.639, 7.727],
  "energy_ha": -6069.17217,
  "total_charge": 0,
  "spin_multiplicity": 2
}

{
  "formula": "C38H54Cl6Ge2INOSi2TeV",
  "method": "the ωB97M-V functional and the def2-TZVPD basis",
  "species": ["V", "Cl", "C", "C", "C", "Cl", "C", "Cl", "C", "Cl", "C", "Cl", "C", "C", "C", "O", "H", "H", "H", "H", "H", "H", "H", "I", "C", "H", "H", "Cl", "C", "C", "C", "C", "N", "C", "H", "H", "H", "H", "C", "Ge", "C", "C", "Ge", "C", "C", "C", "C", "C", "C", "C", "C", "C", "C", "C", "C", "H", "H", "H", "H", "H", "H", "H", "H", "H", "H", "H", "H", "H", "H", "H", "H", "H", "H", "H", "C", "Si", "C", "C", "C", "Te", "C", "Si", "C", "C", "C", "H", "H", "H", "H", "H", "H", "H", "H", "H", "H", "H", "H", "H", "H", "H", "H", "H", "H", "H", "H", "H", "H"],
  "positions_angstrom": [[-0.011, 1.358, 1.350], [-2.075, -0.171, 3.803], [-0.767, 0.842, 4.406], [0.045, 1.500, 3.502], [1.061, 2.242, 4.097], [2.216, 3.081, 3.090], [1.256, 2.343, 5.470], [2.544, 3.271, 6.139], [0.394, 1.665, 6.333], [0.606, 1.762, 8.038], [-0.634, 0.897, 5.792], [-1.697, 0.038, 6.845], [3.180, 0.031, 2.645], [2.904, 0.244, 1.165], [4.005, 1.059, 0.508], [1.677, 0.906, 0.968], [3.551, 0.944, 3.109], [3.924, -0.754, 2.775], [2.274, -0.270, 3.172], [2.830, -0.730, 0.655], [3.989, 2.086, 0.874], [3.917, 1.063, -0.578], [4.976, 0.626, 0.759], [-0.728, 4.995, 2.207], [-0.134, 3.425, 0.841], [-0.853, 3.587, 0.032], [0.838, 3.764, 0.478], [-4.807, -1.175, -0.493], [-4.074, 0.129, 0.368], [-4.856, 1.040, 1.062], [-4.219, 2.038, 1.777], [-2.837, 2.068, 1.814], [-2.092, 1.203, 1.113], [-2.695, 0.263, 0.379], [-5.932, 0.954, 1.042], [-4.777, 2.771, 2.340], [-2.311, 2.795, 2.420], [-2.068, -0.414, -0.192], [-0.779, -3.342, 4.533], [-1.325, -3.420, 2.651], [-1.065, -5.280, 2.071], [-3.234, -2.987, 2.467], [0.133, -2.140, 1.134], [-0.389, -2.540, -0.718], [0.436, -2.228, -1.802], [0.140, -2.677, -3.079], [-1.005, -3.429, -3.305], [-1.862, -3.704, -2.254], [-1.556, -3.256, -0.975], [1.841, -3.073, 1.411], [2.230, -3.343, 2.725], [3.359, -4.094, 3.008], [4.137, -4.587, 1.972], [3.769, -4.334, 0.661], [2.631, -3.591, 0.384], [-1.654, -3.560, 5.145], [-0.395, -2.375, 4.838], [-0.027, -4.105, 4.728], [-1.712, -5.916, 2.675], [-0.031, -5.579, 2.231], [-1.311, -5.426, 1.022], [-3.736, -3.223, 3.405], [-3.694, -3.584, 1.681], [-3.413, -1.939, 2.244], [1.326, -1.626, -1.648], [0.806, -2.444, -3.899], [-1.233, -3.787, -4.300], [-2.770, -4.268, -2.423], [-2.245, -3.487, -0.171], [1.647, -2.956, 3.552], [3.633, -4.287, 4.036], [5.021, -5.173, 2.186], [4.364, -4.726, -0.154], [2.353, -3.441, -0.650], [2.005, 4.958, -1.905], [2.273, 3.665, -3.228], [1.120, 4.007, -4.669], [4.051, 3.719, -3.828], [1.988, 1.954, -2.497], [-0.025, 1.530, -1.958], [-0.619, 0.944, -3.921], [-2.458, 1.046, -4.326], [-2.608, 1.594, -6.112], [-3.340, 2.269, -3.214], [-3.193, -0.659, -4.126], [2.328, 5.934, -2.266], [2.575, 4.737, -1.002], [0.956, 5.038, -1.620], [1.289, 5.020, -5.034], [0.076, 3.942, -4.362], [1.279, 3.328, -5.506], [4.301, 4.702, -4.226], [4.228, 2.988, -4.617], [4.745, 3.507, -3.015], [2.556, 1.867, -1.569], [2.311, 1.141, -3.150], [-0.239, -0.057, -4.117], [-0.075, 1.645, -4.554], [-2.192, 2.590, -6.255], [-3.650, 1.619, -6.428], [-2.078, 0.912, -6.776], [-2.901, 3.265, -3.281], [-3.298, 1.974, -2.164], [-4.390, 2.341, -3.496], [-2.845, -1.316, -4.923], [-4.282, -0.637, -4.157], [-2.895, -1.114, -3.186]],
  "fmax_ev_per_a": 1.34,
  "lumo_energy_ev": [-0.25, -1.66],
  "homo_lumo_gap_ev": [7.114, 6.093],
  "energy_ha": -10614.09787,
  "total_charge": 0,
  "spin_multiplicity": 4
}